Entry 1:
12
Properties=species:S:1:pos:R:3:forces:R:3 method="wB97M-V/def2-TZVPD" de_lowest_kcal_mol=105.42 e_lumo_ev="-7.38 / -7.38" e_homo_ev="-15.13 / -15.13" gap_ev="7.8 / 7.8" smiles="C=CCC=[N+]=O" total_charge=+1
C 0.4166 -0.5962 0.7286 -0.929 -1.120 1.732
C -0.1649 0.7015 0.8003 0.080 3.450 -2.020
C -0.3781 -1.5560 -0.3214 1.098 -0.186 1.397
C 0.2251 1.6362 -0.1251 0.562 -0.093 -0.920
N -0.6321 -0.9788 -1.3481 0.774 0.418 -0.907
O -0.5331 -0.1257 -2.1003 -0.848 0.828 -0.699
H 1.4774 -0.5170 0.4967 -0.074 -0.685 -0.342
H 0.1752 -1.0884 1.6910 0.693 -0.292 -0.566
H 1.0526 1.4566 -0.9345 -1.480 0.262 1.852
H -0.9449 1.0307 1.4855 0.119 -0.637 0.056
H -0.4350 -2.5992 -0.1906 -0.456 -1.078 0.275
H -0.2588 2.6362 -0.1822 0.460 -0.868 0.141

=====

Entry 2:
14
Properties=species:S:1:pos:R:3:forces:R:3 method="wB97M-V/def2-TZVPD" de_lowest_kcal_mol=5.13 e_lumo_ev=-5.02 e_homo_ev=-13.13 gap_ev=8.1 smiles="CN1[NH+]=CN(Br)[C@H]1Cl" total_charge=+1
C 0.9998 1.3423 0.6080 0.460 0.382 -1.674
C 0.7661 -0.6771 -0.4191 -2.770 -0.346 -1.160
C -1.8620 -0.7272 -0.1829 0.255 2.191 -0.979
N 1.6754 0.3928 -0.0622 0.338 -0.844 0.619
N -0.5892 -0.0360 -0.0676 3.556 -0.784 -1.041
N -0.2952 1.1923 0.4944 0.388 -0.712 0.637
Cl 0.9168 -2.2226 0.4428 0.449 -0.059 0.431
Br 3.5913 0.2016 0.0651 -1.844 0.052 -0.114
H 1.5843 2.2151 0.8185 -0.522 0.605 0.775
H 0.7401 -1.0034 -1.5065 0.569 0.788 1.223
H -2.4162 -0.6842 0.7079 -0.657 -0.225 1.309
H -2.3838 -0.1917 -0.9616 -0.710 -0.025 -0.239
H -1.7321 -1.7150 -0.5377 0.513 -1.002 -0.013
H -0.9953 1.9131 0.6007 -0.026 -0.022 0.227

=====

Entry 3:
284
Properties=species:S:1:pos:R:3:forces:R:3 method="wB97M-V/def2-TZVPD" e_lumo_ev=0.55 e_homo_ev=-8.99 gap_ev=9.5
C -11.6594 -18.0635 17.4856 -0.671 -0.909 -0.523
C -12.1143 -16.7254 16.9249 0.699 0.219 -0.367
C -12.9476 -16.8356 15.6508 -0.079 0.428 0.255
O -12.0934 -17.2392 14.6256 0.659 -0.267 0.480
C -12.6667 -17.4747 13.3774 0.005 -0.654 -0.054
N -12.9619 -16.0821 17.9138 -0.022 0.351 1.427
H -12.5625 -18.5724 17.8600 0.376 -0.004 0.245
H -10.8954 -17.9991 18.2761 -0.348 0.135 -0.249
H -11.2874 -18.7204 16.6761 0.089 0.475 0.347
H -11.1616 -16.2102 16.6643 -0.668 0.346 0.075
H -13.3622 -15.8486 15.4040 0.027 0.170 0.099
H -13.8364 -17.4683 15.8253 0.333 -0.333 -0.255
H -13.5024 -18.1668 13.4903 -0.390 0.196 -0.216
H -11.8968 -18.0184 12.8242 -0.106 0.331 -0.329
H -12.9570 -16.5460 12.8688 -0.044 -0.128 0.012
H -13.2922 -15.1344 17.7276 0.311 -0.358 -0.463
H -12.4831 -16.0271 18.8200 -0.228 -0.119 -0.456
C -17.7005 -23.2287 6.2406 -0.712 0.242 -0.498
C -18.5655 -22.1231 5.6026 0.528 0.418 -0.131
C -20.0057 -22.5589 5.3446 -0.563 -1.262 -0.177
O -20.7245 -21.5567 4.6571 0.109 0.457 -0.072
C -22.1220 -21.7373 4.4415 0.905 0.357 0.001
N -18.5688 -20.9641 6.5096 -1.248 0.165 0.373
H -17.3701 -23.9861 5.5350 -0.237 -0.133 -0.160
H -18.3037 -23.6862 7.0268 0.232 -0.155 0.148
H -16.8023 -22.8089 6.6738 0.086 0.289 0.180
H -18.1251 -21.7014 4.6913 -0.042 -0.591 -0.174
H -20.4643 -22.8010 6.3251 -0.005 0.278 -0.109
H -20.0839 -23.5006 4.7621 0.339 0.235 0.095
H -22.3865 -21.0403 3.6468 -0.128 0.324 0.353
H -22.6803 -21.5753 5.3628 -0.141 0.107 0.003
H -22.3720 -22.6965 4.0301 0.087 -0.931 -0.013
H -19.0519 -21.3073 7.3445 0.434 0.068 0.391
H -19.3149 -20.3721 6.1290 0.422 0.325 -0.036
C -20.7625 -17.1541 17.2514 -0.246 -0.446 0.813
C -21.5601 -18.3637 17.7709 -0.740 0.415 0.982
C -21.4602 -18.6208 19.2857 1.243 -0.059 0.111
O -20.0319 -18.8323 19.6032 -1.603 0.554 0.545
C -19.8788 -19.2706 20.9429 1.334 -0.434 0.079
N -23.0021 -18.2561 17.5179 -0.270 -0.252 0.000
H -19.7458 -17.3393 17.5863 0.349 0.233 -0.511
H -21.0460 -16.1475 17.6223 -0.233 -0.720 0.120
H -20.9052 -17.1429 16.1757 0.541 0.098 -0.254
H -21.1568 -19.2894 17.3242 -0.398 0.362 -0.199
H -22.0233 -19.5029 19.6005 0.092 -0.320 -0.480
H -21.9412 -17.8296 19.8912 0.683 0.288 -0.202
H -20.3105 -20.2643 21.0938 -0.343 0.056 0.017
H -20.2186 -18.5818 21.7159 -0.522 0.243 -0.217
H -18.7980 -19.3955 21.1737 -0.453 0.129 -0.522
H -23.2201 -18.2273 16.5311 0.091 0.069 -0.067
H -23.4017 -17.4171 17.9453 0.326 -0.284 -0.205
C -25.2473 -19.3382 5.6391 -0.097 -0.111 0.772
C -24.3310 -19.6146 6.8938 0.091 0.225 -1.259
C -23.0482 -18.7414 6.8575 -1.164 0.344 -0.388
O -22.1740 -19.0966 7.8722 -0.724 -1.358 0.359
C -21.1734 -18.2211 8.2199 1.298 0.460 0.611
N -25.0905 -19.4121 8.1191 -0.535 0.900 -0.416
H -25.5782 -18.2843 5.5400 0.252 -0.506 0.175
H -26.1282 -19.9739 5.7812 -0.062 0.336 0.071
H -24.8405 -19.6719 4.6776 0.435 0.232 0.318
H -24.1335 -20.6816 6.8097 0.528 -0.098 0.223
H -23.4392 -17.7196 6.9892 0.212 0.162 0.145
H -22.5249 -18.7353 5.9051 0.023 -0.292 -0.441
H -20.6078 -17.7916 7.3932 -0.004 -0.179 -0.442
H -20.4724 -18.7933 8.8389 0.003 0.208 -0.095
H -21.5065 -17.3757 8.8123 -0.409 0.238 0.222
H -24.5674 -19.6335 8.9537 0.308 -0.056 -0.108
H -25.3031 -18.4061 8.1584 -0.083 -0.543 0.263
C -19.5159 -17.4780 11.8464 -0.359 -0.867 -0.895
C -18.2486 -16.7807 11.2856 -2.109 -0.830 0.637
C -18.6370 -15.4802 10.6134 -0.605 -0.174 -1.196
O -19.3100 -15.8321 9.3728 1.023 -0.909 1.246
C -20.0882 -14.8431 8.8083 0.042 0.618 -0.154
N -17.3725 -16.5359 12.4029 1.767 0.612 -0.228
H -19.3613 -18.5238 12.1317 0.589 0.099 0.072
H -20.3171 -17.5973 11.0951 0.314 0.569 0.114
H -19.9172 -17.0099 12.7313 -0.045 0.576 0.231
H -17.8713 -17.4383 10.5074 0.511 -0.141 -0.208
H -17.8154 -14.8344 10.3697 1.091 -0.052 -0.280
H -19.2195 -14.8332 11.2495 -0.942 -0.097 0.442
H -20.2808 -15.0855 7.7730 -0.137 -0.327 -0.284
H -19.5716 -13.8905 8.7861 0.110 0.496 0.145
H -21.0221 -14.7535 9.3424 -0.552 0.286 0.194
H -16.9855 -17.3692 12.8557 -0.582 -0.297 -0.081
H -16.5307 -16.1343 11.9835 -0.047 0.313 0.402
C -15.0250 -24.1577 9.3766 -1.379 -0.392 0.960
C -13.9748 -23.7652 10.3892 0.104 0.195 -0.682
C -14.1833 -24.2251 11.8276 -0.147 0.926 -0.466
O -15.2647 -23.4954 12.4247 0.043 -1.132 0.170
C -15.5152 -23.9548 13.7592 -0.259 1.020 0.408
N -12.7128 -24.3408 9.8966 -0.053 0.244 -0.612
H -14.6757 -23.9013 8.3891 0.046 -0.127 -0.449
H -15.9890 -23.6383 9.5383 0.455 -0.043 0.023
H -15.2519 -25.2275 9.4794 0.209 0.098 -0.394
H -13.9181 -22.6771 10.3010 -0.042 0.274 0.748
H -13.2667 -23.9767 12.3484 0.421 0.090 0.482
H -14.2475 -25.3171 11.8659 -0.589 -0.032 0.031
H -16.1515 -23.2036 14.3029 0.344 -0.576 -0.795
H -14.5752 -23.9515 14.3154 0.054 -0.378 0.104
H -16.0245 -24.9368 13.8267 0.369 0.341 -0.314
H -11.9574 -24.0286 10.4823 0.409 0.078 0.277
H -12.5424 -23.9007 8.9789 0.037 -0.503 0.560
C -22.0708 -23.3757 14.9752 0.034 -0.946 1.164
C -22.9630 -22.8987 16.1681 0.468 0.611 -0.882
C -22.6785 -23.4714 17.5375 0.680 -0.105 0.074
O -23.4083 -22.6884 18.4789 -0.082 -0.770 -0.712
C -22.6779 -22.5983 19.6564 0.098 -0.660 0.750
N -22.7159 -21.4556 16.2540 0.169 0.157 0.143
H -22.2944 -24.4035 14.6647 -0.110 0.167 0.040
H -21.0075 -23.3723 15.2382 -0.156 0.120 0.218
H -22.1445 -22.7314 14.1130 -0.456 0.294 -0.239
H -24.0081 -23.1398 15.9740 -0.258 0.058 -0.353
H -21.5964 -23.3520 17.7899 -0.542 -0.273 -0.439
H -22.9839 -24.5378 17.6304 0.296 0.461 -0.094
H -22.1542 -23.5571 19.9108 -0.402 0.673 -0.119
H -23.3859 -22.3720 20.4362 -0.123 0.144 0.501
H -21.9509 -21.8004 19.5814 0.475 0.256 0.054
H -23.3988 -20.9210 16.7762 -0.034 -0.290 0.262
H -22.6944 -21.0759 15.3275 -0.049 0.239 -0.501
C -12.5700 -21.5468 16.7823 0.304 -1.276 -0.111
C -13.8059 -22.2103 17.3667 -0.742 -0.457 1.254
C -13.7193 -23.7373 17.8230 0.591 2.504 -1.277
O -13.7387 -24.5831 16.7145 0.283 0.600 -0.252
C -13.4876 -25.9211 17.0276 -0.745 -0.157 0.177
N -14.1739 -21.4991 18.5995 0.108 0.476 0.477
H -12.7073 -20.4927 16.5391 -0.252 -0.029 0.204
H -12.3586 -22.0505 15.8287 0.331 0.111 0.306
H -11.7094 -21.6516 17.4749 -0.460 0.101 -0.407
H -14.6347 -22.0785 16.6811 -0.166 -0.472 -0.700
H -14.5982 -23.8844 18.4187 -0.514 -0.359 0.683
H -12.8063 -23.8161 18.4186 0.038 -0.305 0.138
H -14.1936 -26.2393 17.8463 0.766 -0.056 -0.575
H -12.4284 -26.0860 17.3088 -0.490 -0.084 -0.045
H -13.7556 -26.4170 16.0913 0.317 -0.554 0.338
H -15.1318 -21.6607 18.9132 0.237 -0.278 -0.326
H -14.1385 -20.5075 18.4011 0.009 0.215 0.145
C -19.2883 -19.5645 14.8689 1.389 0.832 0.417
C -18.5399 -19.9805 16.1458 -0.992 -1.025 -0.120
C -18.7752 -21.5028 16.3549 -0.895 -0.199 -0.080
O -18.0655 -22.0242 17.4665 0.809 -0.291 -1.093
C -18.7451 -21.9213 18.6676 0.202 0.195 0.932
N -17.0766 -19.7280 16.0782 -1.312 0.544 0.192
H -18.9205 -18.5391 14.7094 -0.143 -0.305 -0.633
H -20.3689 -19.4484 14.9725 0.044 -0.607 0.072
H -18.9511 -20.2388 14.0707 -0.477 0.388 -0.158
H -19.0246 -19.4180 16.9564 0.384 -0.264 0.219
H -18.4789 -22.1053 15.4593 0.153 0.652 0.522
H -19.8729 -21.7244 16.4875 0.756 0.493 -0.118
H -18.0380 -22.1236 19.4701 0.162 -0.180 0.046
H -19.5431 -22.6605 18.7528 -0.323 0.111 -0.086
H -19.0779 -20.9017 18.8309 -0.568 0.164 0.038
H -16.8830 -18.8185 16.5158 0.124 -0.384 -0.293
H -16.6917 -20.3960 16.7147 0.645 -0.472 0.486
C -18.5991 -23.8168 11.4610 -0.374 -1.514 -0.749
C -19.1895 -24.6385 10.2703 0.305 -0.936 1.852
C -20.1228 -25.8037 10.8205 0.395 -0.266 -0.003
O -19.3596 -26.6130 11.7408 -1.068 -0.461 -0.334
C -20.0995 -27.8064 12.0974 1.614 0.515 0.433
N -19.8161 -23.7418 9.3663 -0.378 0.909 -0.434
H -19.3948 -23.3391 12.0310 -0.029 0.086 0.106
H -17.9410 -23.1007 11.0197 0.385 0.715 -0.048
H -18.0064 -24.4887 12.0900 -0.219 0.239 0.083
H -18.3108 -25.0934 9.7535 -0.697 -0.022 0.325
H -20.4853 -26.4606 9.9996 0.357 0.342 0.022
H -21.0750 -25.4835 11.3265 0.835 0.411 -0.256
H -19.4781 -28.3743 12.8237 -0.327 0.388 -0.553
H -20.2969 -28.4207 11.2286 -0.015 -0.177 -0.343
H -21.0297 -27.5687 12.5824 -0.587 0.291 0.225
H -20.5777 -23.2012 9.7594 -0.077 0.021 0.170
H -20.1717 -24.1824 8.5451 -0.227 -0.425 -0.533
C -9.1328 -21.3116 16.0571 -0.398 0.535 -0.360
C -8.8672 -21.0486 14.5401 -0.631 -0.674 0.031
C -10.0367 -20.4755 13.6956 -0.282 -1.117 0.961
O -11.1179 -21.4262 13.7846 1.594 0.679 0.409
C -12.3181 -20.9754 13.2391 -0.154 -0.561 0.350
N -7.7221 -20.2271 14.2335 1.569 -0.433 0.459
H -9.1658 -20.3911 16.6862 -0.555 -0.447 -0.574
H -8.3242 -21.8790 16.5079 0.430 -0.189 -0.305
H -10.0171 -21.9676 16.1394 0.213 0.693 0.179
H -8.7081 -22.0812 14.1681 0.175 0.578 -0.279
H -9.7940 -20.4065 12.6387 0.590 0.030 -0.189
H -10.2592 -19.4446 14.0219 -0.501 -0.290 0.260
H -12.8262 -21.8819 12.9436 -0.428 -0.147 -0.504
H -12.1431 -20.3258 12.3701 -0.402 0.078 0.255
H -12.9179 -20.5831 14.0649 -0.192 0.809 -0.400
H -7.8406 -19.2686 14.5327 -0.229 0.101 0.110
H -6.8972 -20.5777 14.7554 -0.671 0.346 -0.567
C -21.7230 -20.7270 11.6459 -0.596 0.024 -0.980
C -22.9466 -21.4795 11.0666 0.672 -1.111 0.409
C -24.2521 -20.7959 11.3693 0.130 0.523 1.383
O -24.4123 -20.7850 12.8097 -0.213 0.299 -0.306
C -25.5179 -19.9796 13.1966 -0.686 -0.283 -0.691
N -22.7401 -21.7307 9.6271 0.202 -0.013 1.140
H -20.7748 -21.2493 11.5904 -0.033 -0.599 -0.013
H -21.9276 -20.4761 12.6701 0.012 0.315 0.459
H -21.5398 -19.8217 11.0493 -0.291 0.110 0.262
H -23.0850 -22.4433 11.6149 0.531 0.311 -0.469
H -25.0593 -21.3372 10.9000 -0.526 -0.322 -0.139
H -24.2942 -19.7722 11.0096 0.150 0.453 -0.140
H -25.3978 -18.9427 12.8644 0.130 0.015 0.054
H -25.7332 -19.9862 14.2683 0.657 -0.258 -0.046
H -26.4322 -20.3696 12.7163 0.121 0.149 0.038
H -22.4501 -20.8377 9.2493 -0.252 -0.060 -0.798
H -23.5731 -22.1117 9.1839 0.188 0.368 -0.055
C -14.8819 -10.8593 8.7784 -0.085 -1.101 -0.732
C -15.5383 -12.2406 8.8440 -1.089 -0.436 0.298
C -14.6626 -13.2103 9.6365 0.215 0.558 -0.757
O -15.3068 -14.4495 9.8126 0.284 0.338 0.008
C -14.4638 -15.4348 10.3793 -0.915 -0.251 -0.174
N -16.9324 -12.0924 9.4066 1.315 0.352 -0.231
H -13.8228 -10.8714 8.4855 -0.270 -0.207 0.155
H -14.9826 -10.4290 9.7570 0.026 0.626 0.382
H -15.4235 -10.3218 8.0151 -0.129 0.629 0.065
H -15.7003 -12.6784 7.8412 0.309 0.253 0.278
H -14.3679 -12.7404 10.5873 -0.034 -0.241 0.094
H -13.7674 -13.3370 9.0029 0.110 -0.150 0.372
H -14.2553 -15.2156 11.4327 0.215 -0.002 -0.104
H -13.5599 -15.6341 9.8026 0.207 0.388 -0.002
H -15.0662 -16.3348 10.2976 0.065 -0.386 0.300
H -16.8962 -11.4287 10.1902 -0.158 -0.615 -0.221
H -17.2188 -13.0108 9.7295 -0.096 0.236 0.203
C -17.0972 -16.0847 6.6784 1.320 -0.724 -0.128
C -15.5637 -16.1749 6.8057 0.390 0.080 -1.788
O -14.8648 -16.3582 5.5008 -0.543 -0.001 0.707
H -17.4656 -15.8288 7.6593 -0.441 0.290 0.219
H -17.5774 -17.0075 6.3478 0.309 -0.240 0.188
H -17.3301 -15.3703 5.9232 -0.335 0.937 -0.325
H -15.2902 -17.0199 7.3962 0.160 -0.456 0.822
H -15.1588 -15.2315 7.2206 -0.258 -0.548 -0.083
H -14.4444 -17.2363 5.4306 -0.605 0.588 0.440
C -18.9731 -25.3771 14.9558 0.139 -0.336 -0.886
C -19.4003 -25.3858 16.3681 0.374 -0.449 1.108
O -19.2460 -26.6968 16.9338 -0.045 0.118 0.126
H -19.6856 -25.8526 14.3071 -0.321 -0.450 -0.320
H -18.0181 -25.9005 14.8357 -0.037 0.124 0.025
H -18.8564 -24.3861 14.5697 0.206 0.790 -0.190
H -20.4441 -25.1384 16.5261 -0.155 0.046 -0.149
H -18.8008 -24.6540 16.9131 0.031 0.052 0.323
H -18.3325 -26.9776 16.7983 -0.149 0.094 0.016
C -15.5211 -17.9279 20.6722 0.790 -0.183 0.028
C -16.2334 -17.8186 19.3562 -0.551 -0.833 -0.743
O -15.4393 -18.1700 18.2137 0.722 0.038 0.453
H -16.0022 -17.5241 21.5368 -1.164 0.225 0.334
H -14.6274 -17.3185 20.6699 0.670 -0.104 -0.331
H -15.2842 -18.9608 20.9122 0.295 -0.096 -0.106
H -16.6209 -16.8240 19.1834 -0.382 0.359 0.157
H -17.0379 -18.5680 19.2862 -0.151 0.553 0.282
H -14.6118 -17.6540 18.2511 -0.174 0.114 -0.161
C -11.5322 -17.7344 9.1514 0.873 -0.133 -0.160
C -10.4793 -18.7102 9.6354 0.789 -0.838 -0.794
O -11.0191 -20.0543 9.6317 0.049 0.538 0.462
H -11.0830 -16.7404 9.2622 -0.406 0.017 0.011
H -12.3862 -17.8721 9.7937 -0.488 0.319 0.103
H -11.8057 -17.8723 8.0926 0.063 -0.125 0.478
H -10.1017 -18.4188 10.6354 -0.302 -0.195 -0.305
H -9.6079 -18.7385 8.9405 -0.381 0.369 0.448
H -10.3788 -20.6265 10.0727 -0.102 0.070 -0.125
C -14.3446 -19.9874 9.1692 -0.667 -0.595 0.027
C -15.8161 -20.1555 8.7796 0.770 0.376 -1.668
O -15.8907 -19.7294 7.4028 -0.306 0.266 -0.076
H -14.2199 -20.1085 10.2580 0.191 -0.035 -0.431
H -14.0307 -18.9893 8.8650 0.078 -0.074 0.071
H -13.7493 -20.7428 8.6170 -0.144 0.529 0.435
H -16.4885 -19.5492 9.3581 -0.315 0.287 0.643
H -16.1242 -21.1888 8.7963 -0.184 -0.539 0.469
H -16.8073 -19.8110 7.0580 0.477 -0.379 0.389
C -16.7614 -20.7055 12.1503 -1.003 0.001 -0.214
C -15.6947 -19.7734 12.6246 1.043 0.089 -0.351
O -15.9965 -19.0021 13.7717 0.115 0.443 -0.952
H -17.0338 -21.4232 12.9118 0.209 -0.523 0.219
H -16.4786 -21.2541 11.2138 -0.337 0.622 0.865
H -17.6745 -20.0956 12.0519 0.117 -0.256 -0.617
H -15.4890 -19.0847 11.7891 0.008 0.192 0.343
H -14.7619 -20.3331 12.7642 0.003 -0.019 0.127
H -16.3756 -19.5135 14.5191 -0.078 -0.229 0.215
C -16.3690 -15.4709 16.1952 -0.284 0.945 -1.267
C -17.7158 -16.0534 15.7483 0.119 0.154 -0.521
O -18.4082 -15.2281 14.7905 0.730 -0.386 0.632
H -15.9120 -15.9486 17.0497 -0.084 -0.208 0.247
H -16.5384 -14.3969 16.3659 0.077 -0.266 0.357
H -15.6460 -15.4866 15.3620 -0.211 -0.235 0.200
H -18.3815 -16.1336 16.5889 -0.165 -0.148 0.410
H -17.5815 -17.0455 15.2872 0.064 0.127 0.337
H -18.0079 -15.5096 13.9517 -0.209 0.144 -0.538